Model A:
DFT (ωB97M-V with the def2-TZVPD basis set) results for a molecular structure, C4H7NS3.

The frontier orbital gap is 7.565 eV.

Each line ends with the Mulliken charge.
CARTESIAN COORDINATES (ANGSTROEM)
C1 -1.89038 1.92835 0.26741  -0.866
C2 0.28076 -0.00332 -0.24917  0.553
C3 1.74706 -0.14320 -0.10518  0.191
C4 2.15065 -1.40996 0.43220  -1.026
H1 -2.50282 0.83848 0.93373  0.320
H2 -2.70499 2.16983 -0.83675  0.252
H3 -1.75353 3.01382 0.79611  0.282
H4 -1.99653 -2.17190 -0.75862  0.181
H5 3.12521 -1.22168 0.84273  0.366
H6 1.95304 -2.12669 -0.30563  0.315
H7 1.54028 -1.58255 1.44146  0.259
N1 -0.41113 -1.09227 -0.42013  -0.364
S1 -0.13922 1.64995 -0.28278  -0.008
S2 -2.05243 -0.78538 -0.81769  -0.204
S3 2.65401 0.93651 -0.93767  -0.251

---

Model B:
DFT (ωB97M-V with the def2-TZVPD basis set) results for a single C4H7NS3 molecule.

As for the SMILES: S/N=C/C1[C@@H](S)[C@@H]1S. The frontier orbital gap is 9.341 eV.

Each line ends with the Mulliken charge.
CARTESIAN COORDINATES (ANGSTROEM)
C1 0.93600 -0.48432 0.82009  -0.338
C2 -0.52234 -0.35600 0.93423  -0.009
C3 -1.31554 -0.36627 -0.36023  -0.460
C4 -1.18815 0.91079 0.37720  -0.304
H1 3.61086 -0.74690 -1.43678  0.147
H2 1.49025 -0.70470 1.72518  0.472
H3 -0.95854 -0.76001 1.86204  0.365
H4 -0.73438 -0.41158 -1.24070  0.455
H5 -2.54722 -2.38068 -0.43516  0.131
H6 -2.06459 1.24534 0.94910  0.383
H7 0.43667 2.55036 0.92943  0.132
N1 1.58298 -0.55779 -0.26157  -0.299
S1 3.25238 -0.68465 -0.16045  -0.187
S2 -2.94634 -1.08166 -0.26803  -0.241
S3 -0.16690 2.19679 -0.26838  -0.248

---

Model C:
DFT (ωB97M-V with the def2-TZVPD basis set) results for a single C4H7NS3 molecule.

As for the SMILES: S=C(S)C1(S)CNC1. The frontier orbital gap is 8.372 eV.

Each line ends with the Mulliken charge.
CARTESIAN COORDINATES (ANGSTROEM)
C1 0.15930 -0.87290 0.35315  0.038
C2 -0.17935 0.45038 -0.34817  0.529
C3 -1.17403 0.36949 -1.53294  -0.661
C4 0.82002 0.96611 -1.42962  -0.902
H1 2.12998 0.27180 0.76143  0.147
H2 -1.49777 1.13077 1.41985  0.166
H3 -2.19242 0.73932 -1.41162  0.269
H4 -1.18977 -0.66257 -1.92461  0.343
H5 -0.60392 2.20754 -2.13941  0.323
H6 1.42765 1.82637 -1.14809  0.408
H7 1.45019 0.18833 -1.85680  0.318
N1 -0.29424 1.25278 -2.33400  -0.490
S1 1.69066 -0.95768 1.12166  -0.142
S2 -0.90942 -2.07521 0.57229  -0.209
S3 -0.48248 1.78605 0.82997  -0.137

---

model C comes first in stability; the runner-up is 50.0 kJ/mol higher.

---

Model A:
DFT (ωB97M-V with the def2-TZVPD basis set) results for 2 unconnected molecules or ions with the total composition C7H8.

The frontier orbital gap (spin up / spin down) is 5.930 / 5.933 eV.

Each line ends with the Mulliken charge.
CARTESIAN COORDINATES (ANGSTROEM)
C1 1.74715 0.49743 -3.04482  -0.414
C2 2.49934 0.12568 -3.89445  -0.319
C3 -0.83534 0.55395 1.69393  -0.591
C4 -1.35186 -0.84222 1.33640  -0.346
C5 0.29444 0.89777 0.57348  -0.266
C6 -0.73219 -1.16930 0.00919  -0.439
C7 0.06319 -0.25736 -0.34036  0.085
H1 3.13052 0.19605 -4.68491  0.316
H2 -1.64743 1.27243 1.76891  0.300
H3 -0.21930 0.59661 2.64002  0.259
H4 -0.95755 -1.44545 2.10042  0.227
H5 -2.48847 -0.84926 1.35741  0.306
H6 0.28647 1.87196 -0.02661  0.345
H7 1.37889 0.66361 1.01806  0.212
H8 -1.16785 -2.11190 -0.50665  0.327

---

Model B:
DFT (ωB97M-V with the def2-TZVPD basis set) results for a single C7H8 molecule.

As for the SMILES: C[C@]12[C@@H]3[C@H]1C=C[C@@H]32. The frontier orbital gap is 9.506 eV.

Each line ends with the Mulliken charge.
CARTESIAN COORDINATES (ANGSTROEM)
C1 1.99158 -0.22390 -0.41975  -1.277
C2 0.50389 -0.09590 -0.32091  0.504
C3 -0.66783 -1.01506 0.00353  -0.296
C4 -0.69043 0.00597 -1.12393  -0.629
C5 -1.41282 -0.46281 1.19615  -0.472
C6 -1.24450 0.86006 1.13513  -0.525
C7 -0.41345 1.09607 -0.10025  -0.340
H1 2.43175 0.75775 -0.62661  0.321
H2 2.39143 -0.56927 0.53958  0.301
H3 2.32346 -0.91675 -1.20011  0.318
H4 -0.60417 -2.07775 -0.21886  0.405
H5 -0.95965 -0.01893 -2.17494  0.381
H6 -1.96979 -1.04527 1.92143  0.454
H7 -1.58000 1.62460 1.82663  0.442
H8 -0.09949 2.08121 -0.43710  0.413

---

model B comes first in stability; the runner-up is 683.5 kJ/mol higher.

---

Model A:
DFT (ωB97M-V with the def2-TZVPD basis set) results for a single C7H8 molecule.

As for the SMILES: Cc1ccccc1. The frontier orbital gap is 9.753 eV.

Each line ends with the Mulliken charge.
CARTESIAN COORDINATES (ANGSTROEM)
C1 0.82629 -0.14021 -2.01364  -1.260
C2 -0.94211 0.65149 -0.38458  -0.431
C3 0.28661 -0.00441 -0.62259  0.720
C4 1.06659 -0.19752 0.50465  -0.426
C5 0.41467 -0.48859 1.72414  -0.453
C6 -0.91578 -0.15085 1.85052  -0.298
C7 -1.55191 0.60592 0.85754  -0.499
H1 1.05285 -1.18918 -2.21034  0.303
H2 0.14910 0.28599 -2.74568  0.348
H3 1.81757 0.31618 -2.13060  0.316
H4 -1.41041 1.00073 -1.29320  0.266
H5 2.14629 -0.16193 0.41233  0.367
H6 0.93535 -1.18895 2.36746  0.337
H7 -1.50022 -0.62231 2.63778  0.345
H8 -2.37488 1.28364 1.04622  0.366

---

Model B:
DFT (ωB97M-V with the def2-TZVPD basis set) results for a single C7H8 molecule.

The frontier orbital gap is 9.632 eV.

Each line ends with the Mulliken charge.
CARTESIAN COORDINATES (ANGSTROEM)
C1 -0.71279 0.84127 -1.09651  -0.406
C2 -1.66709 1.29286 -1.75948  -0.371
C3 -0.13959 -1.82316 -0.68421  -0.527
C4 -0.60921 -1.35171 0.66219  -0.613
C5 0.70573 0.73108 -0.39812  0.068
C6 -0.15864 -0.41516 -0.44384  0.731
C7 0.64196 1.57884 0.92930  -1.308
H1 0.81526 -2.23802 -0.76141  0.240
H2 -0.82937 -2.09761 -1.44333  0.276
H3 -1.62162 -1.43438 0.95338  0.321
H4 0.27165 -1.38961 1.41614  0.208
H5 1.47822 1.06615 -1.21722  0.323
H6 -0.35923 1.80376 1.18468  0.390
H7 1.24084 2.50785 0.92671  0.322
H8 0.94387 0.92783 1.73172  0.345

---

model A comes first in stability; the runner-up is 550.9 kJ/mol higher.

---

Model A:
DFT (ωB97M-V with the def2-TZVPD basis set) results for a single C7H8 molecule.

The frontier orbital gap is 8.672 eV.

Each line ends with the Mulliken charge.
CARTESIAN COORDINATES (ANGSTROEM)
C1 2.08656 0.05243 -0.01228  -1.322
C2 0.59308 -0.02371 -0.11628  1.003
C3 -0.09032 -1.14729 -0.86300  -1.039
C4 -1.32296 -0.28206 -0.88287  0.001
C5 -1.50356 -0.61947 0.62525  -0.623
C6 -0.46588 0.50452 0.85335  -0.475
C7 -0.48744 0.97887 -0.55708  -0.535
H1 2.45316 0.97592 0.44483  0.346
H2 2.46872 -0.79889 0.56269  0.293
H3 2.51047 -0.02160 -1.01855  0.321
H4 -1.01563 -1.60290 0.77486  0.231
H5 -2.12082 -0.40084 -1.61399  0.539
H6 -2.50165 -0.66606 1.06375  0.383
H7 -0.24585 1.09171 1.74473  0.430
H8 -0.35788 1.95937 -1.00542  0.448

---

Model B:
DFT (ωB97M-V with the def2-TZVPD basis set) results for a single C7H8 molecule.

As for the SMILES: C[C@@]12[C@@H]3[C@H]4[C@@H]3[C@@H]1[C@H]42. The frontier orbital gap is 8.703 eV.

Each line ends with the Mulliken charge.
CARTESIAN COORDINATES (ANGSTROEM)
C1 1.97377 0.02184 0.01800  -1.394
C2 0.47587 0.01039 0.02194  0.740
C3 -0.56978 -1.09452 -0.08566  -0.599
C4 -1.45213 -0.10331 -0.81908  -0.469
C5 -1.59751 -0.30241 0.66594  -0.289
C6 -0.59270 0.84454 0.92885  -0.818
C7 -0.39529 1.01692 -0.57410  -0.406
H1 2.40263 1.01737 0.19614  0.329
H2 2.45883 -0.68527 0.69914  0.337
H3 2.26292 -0.26001 -1.00056  0.350
H4 -0.46140 -2.16608 -0.12579  0.487
H5 -2.08463 -0.31147 -1.67023  0.422
H6 -2.48134 -0.66393 1.18749  0.414
H7 0.18125 0.76081 1.67325  0.428
H8 -0.12050 1.91515 -1.11533  0.467

---

Model C:
DFT (ωB97M-V with the def2-TZVPD basis set) results for a single C7H8 molecule.

The frontier orbital gap is 9.647 eV.

Each line ends with the Mulliken charge.
CARTESIAN COORDINATES (ANGSTROEM)
C1 0.28893 -1.36569 -1.50018  0.267
C2 -0.73104 -0.97915 -2.13688  -0.798
C3 1.25204 -1.16466 -0.47644  -0.578
C4 0.75491 -0.05041 0.02508  0.011
C5 -0.52859 0.14851 -0.83180  0.786
C6 1.19093 0.79325 1.18308  -1.285
C7 -1.67710 0.03896 0.02841  -1.361
H1 2.15810 -1.61283 -0.31531  0.531
H2 -0.45397 1.20335 -1.29999  0.339
H3 0.70102 1.75201 1.13154  0.321
H4 2.27596 0.91588 1.23120  0.406
H5 0.83889 0.18189 2.00298  0.296
H6 -1.75083 -0.94744 0.57613  0.324
H7 -2.63469 0.31563 -0.44455  0.371
H8 -1.68454 0.77071 0.82672  0.369

---

Model D:
DFT (ωB97M-V with the def2-TZVPD basis set) results for a single C7H8 molecule.

The frontier orbital gap is 7.961 eV.

Each line ends with the Mulliken charge.
CARTESIAN COORDINATES (ANGSTROEM)
C1 -0.04352 -1.52543 -0.52410  -1.578
C2 -0.24900 -0.07899 -0.15417  1.153
C3 0.15810 1.05485 -1.00259  -0.761
C4 1.05035 0.77807 0.20391  -0.152
C5 2.36754 0.25526 0.00412  -0.778
C6 -1.39623 0.16573 0.71515  -0.944
C7 -2.38696 0.35816 1.37574  0.230
H1 -0.93195 -1.92203 -1.01954  0.385
H2 0.82880 -1.61399 -1.16995  0.428
H3 0.13158 -2.11430 0.38158  0.319
H4 0.73517 1.17362 1.15190  0.463
H5 0.58907 0.79322 -1.96473  0.298
H6 -0.43573 1.96127 -0.98183  0.306
H7 2.83619 0.18435 1.00387  0.179
H8 -3.25340 0.53022 1.98065  0.453

---

model C comes first in stability; the runner-up is 22.1 kJ/mol higher.